No. 1
The following is a quantum chemistry calculation of a structure of composition C26H47BeCl2F9MgNNa2O14P, from the OMol25 dataset.

Each line ends with the Mulliken charge.
Atoms and positions in Å:
C (-2.55007, -4.79494, -1.44389)  -0.407
O (-3.04492, -5.11302, -2.72714)  -0.373
C (-3.75355, -4.06230, -3.28298)  -0.905
C (-2.92216, -2.84467, -3.70596)  -0.590
C (-1.56862, -3.18338, -4.33341)  -0.775
C (-0.61957, -2.02056, -4.08004)  0.155
C (0.71526, -2.15378, -4.81786)  -1.145
C (1.89199, -1.40051, -4.18629)  -0.559
C (1.52101, -0.06387, -3.51272)  -0.091
C (2.71527, 0.47869, -2.69063)  -1.604
C (2.83547, -0.04448, -1.25687)  -0.525
C (1.53015, 0.00493, -0.40158)  -0.777
C (0.92302, -1.42451, -0.19593)  -0.863
N (1.87441, -2.32579, 0.51525)  -0.408
C (1.24105, -3.50960, 1.07059)  -0.721
P (1.91164, -5.14478, 0.33842)  1.014
O (3.22384, -5.04117, -0.32185)  -0.650
O (2.00902, -6.26864, 1.57431)  -0.578
O (0.84314, -5.67140, -0.74272)  -0.420
H (-1.80581, -3.99554, -1.50245)  -0.003
H (-3.35881, -4.43436, -0.80516)  0.373
H (-2.06930, -5.66569, -1.02100)  0.177
H (-4.49735, -3.70446, -2.48840)  0.283
H (-4.36887, -4.40314, -4.12057)  0.466
H (-3.50002, -2.19734, -4.36634)  0.542
H (-2.73748, -2.25242, -2.80819)  0.467
H (-1.13133, -4.06930, -3.88082)  0.363
H (-1.69449, -3.36815, -5.39616)  0.524
H (-0.46380, -1.96531, -2.99879)  -0.432
H (-1.06429, -1.07119, -4.37503)  0.379
H (0.97096, -3.21433, -4.81745)  0.340
H (0.55150, -1.89966, -5.86003)  0.306
H (2.50042, -2.00993, -3.51157)  0.219
H (2.57716, -1.16137, -4.99022)  0.583
H (0.62916, -0.12054, -2.89557)  0.110
H (1.33300, 0.65298, -4.30830)  0.485
H (2.74199, 1.56262, -2.72582)  0.418
H (3.61129, 0.14628, -3.21127)  0.384
H (3.31674, -1.01740, -1.28521)  0.559
H (3.59402, 0.61085, -0.74218)  0.385
H (0.75198, 0.56914, -0.90649)  0.622
H (1.68547, 0.44954, 0.57239)  0.305
H (0.75261, -1.81755, -1.24347)  0.321
H (-0.02491, -1.42559, 0.34204)  0.761
H (0.15735, -3.52340, 0.92693)  0.435
H (1.48005, -3.52859, 2.13594)  0.352
H (1.21485, -6.81247, 1.59970)  0.286
H (0.60012, -6.60023, -0.63741)  0.232
Be (-5.83501, -2.70757, -3.28481)  0.250
O (-1.20354, 2.54335, -0.10925)  -0.579
C (-0.87601, 2.68369, 1.02921)  0.382
O (0.34224, 2.31234, 1.49402)  -0.214
C (0.40798, 2.49584, 2.92015)  -0.574
C (-0.66175, 3.53748, 3.23190)  -0.365
C (-1.71463, 3.24305, 2.16378)  -0.054
H (0.21449, 1.53572, 3.40452)  0.258
H (1.40614, 2.82960, 3.18941)  0.347
H (-1.03923, 3.48140, 4.25421)  0.183
H (-0.25494, 4.53783, 3.08199)  0.298
H (-2.42395, 2.47671, 2.48385)  0.280
H (-2.24761, 4.13286, 1.84017)  0.042
C (4.41394, -1.61011, 2.51597)  -1.026
C (4.18815, -2.62284, 3.68908)  0.200
O (5.04119, -2.34648, 4.76225)  -0.227
C (4.68505, -1.26406, 5.49574)  0.753
O (3.70131, -0.60061, 5.30440)  -0.534
O (5.59265, -1.09916, 6.43117)  -0.350
C (5.40448, 0.06186, 7.25833)  -0.640
H (5.45077, -1.55711, 2.22946)  0.458
H (3.81945, -1.92613, 1.66907)  0.012
H (4.13333, -0.59699, 2.81852)  0.432
H (4.41909, -3.75677, 3.39500)  0.090
H (3.12961, -2.60542, 3.98589)  0.471
H (4.40529, 0.07594, 7.68571)  0.299
H (5.58390, 0.96410, 6.67816)  0.312
H (6.13730, -0.00634, 8.05477)  0.240
C (-6.37794, 7.34874, 1.10549)  -0.698
C (-5.57455, 8.63977, 0.88034)  0.846
C (-4.20806, 8.51156, 0.20370)  0.086
F (-3.36200, 7.76773, 0.96043)  -0.203
F (-3.67010, 9.73671, 0.07038)  -0.258
F (-5.44962, 9.29430, 2.05729)  -0.271
F (-6.32826, 9.41751, 0.06553)  -0.311
O (-6.31479, 6.77771, 2.41423)  -0.365
C (-5.34170, 5.90927, 2.75805)  0.878
C (-4.51758, 6.46793, 3.91935)  0.039
F (-3.90218, 7.59151, 3.60982)  -0.193
F (-3.50407, 5.52063, 4.24496)  -0.109
F (-4.56041, 5.55367, 1.72729)  -0.215
F (-5.93042, 4.77130, 3.22331)  -0.342
H (-7.42091, 7.63877, 0.99996)  0.401
H (-6.19915, 6.60814, 0.32724)  0.339
H (-4.30097, 8.06098, -0.78815)  0.299
H (-5.14528, 6.63964, 4.79823)  0.296
O (3.24745, -2.46827, -6.69565)  -0.590
Cl (2.75903, -3.07979, -7.90894)  1.721
O (1.89449, -4.18454, -7.56344)  -0.584
O (3.86287, -3.55290, -8.68968)  -0.580
O (2.00405, -2.10496, -8.65226)  -0.579
Cl (5.35265, -3.76529, 2.02117)  -0.130
Na (2.08003, -8.54120, 2.29516)  1.030
Na (2.60570, -2.80384, -1.29493)  0.738
F (5.30440, 0.59965, -0.21493)  -0.584
Mg (-3.75098, 4.28339, 5.97560)  0.573

Calculated values
- LUMO (eV) = -9.949
- HOMO energy (eV) = -11.0167
- charge = +2
- energy above the lowest of the compared OMol25 structures with the same formula, charge and spin (eV) = 0.816
- total energy (a.u.) = -4825.57778

No. 2
The following is a quantum chemistry calculation of a cluster of 11 separate species, C26H47ClN12O22S2 in total, from the OMol25 dataset.

Each line ends with the Mulliken charge.
Atoms and positions in Å:
O (3.22947, 1.02478, -1.09835)  -0.554
C (2.79456, 0.22798, -0.30386)  0.000
C (1.44305, -0.39837, -0.57235)  -0.389
C (0.66813, -0.70057, 0.47785)  0.213
C (-0.72599, -1.29187, 0.33330)  -0.810
C (-1.65726, -0.22797, -0.32006)  -0.964
C (-3.14989, -0.45186, 0.05232)  -0.083
S (-3.83921, 0.95716, 0.97533)  -0.028
C (-5.39290, 0.34927, 1.64871)  -0.314
S (-5.38628, -0.52826, 3.02443)  -0.115
N (-6.65113, 0.58587, 1.04220)  0.726
C (-7.37347, 1.75582, 0.87271)  0.007
C (-8.52997, 1.33394, 0.25431)  -1.314
N (-8.55013, -0.03065, 0.03119)  -0.197
C (-7.40313, -0.42889, 0.52118)  -0.543
C (1.23918, -0.42504, 1.85369)  0.021
O (0.52946, -0.23857, 2.80778)  -0.574
C (2.73965, -0.42517, 2.01682)  -0.268
C (3.52694, -0.12820, 0.97195)  0.423
C (5.03853, -0.14145, 1.01173)  -0.813
C (5.67507, 1.14163, 1.56552)  -0.369
C (5.91558, 2.24495, 0.52676)  -0.540
Cl (6.84037, 1.67274, -0.91097)  -0.184
H (1.12795, -0.57453, -1.59534)  0.447
H (-1.13058, -1.49415, 1.32638)  0.521
H (-0.71261, -2.16103, -0.32433)  0.336
H (-1.37172, 0.78883, -0.03062)  0.514
H (-1.58935, -0.28463, -1.40946)  0.331
H (-3.74195, -0.50433, -0.86776)  -0.125
H (-3.28583, -1.41167, 0.55985)  0.532
H (-7.05588, 2.73535, 1.18952)  0.632
H (-9.33723, 1.99942, -0.01477)  0.411
H (-7.00374, -1.43425, 0.56314)  0.534
H (3.19858, -0.66498, 2.97176)  0.533
H (5.44342, -0.38216, 0.02673)  0.416
H (5.33067, -0.95940, 1.68010)  0.268
H (6.66181, 0.85574, 1.94064)  0.136
H (5.14661, 1.55917, 2.42851)  0.443
H (5.00725, 2.76351, 0.22088)  0.150
H (6.55404, 2.98811, 0.98672)  0.610
C (5.20370, 5.63233, -1.56708)  -0.665
N (5.99299, 5.90328, -0.33559)  0.877
O (5.98385, 7.03112, 0.10770)  -0.540
O (6.59473, 4.96269, 0.13674)  -0.510
H (4.72302, 6.55268, -1.87746)  0.309
H (5.89632, 5.27672, -2.32474)  0.247
H (4.46875, 4.86976, -1.32418)  0.252
C (-6.52011, -1.91092, -3.52620)  -0.767
N (-5.59342, -1.71373, -2.38390)  1.093
O (-5.38075, -0.57868, -2.01453)  -0.615
O (-5.11371, -2.70954, -1.87931)  -0.621
H (-6.86404, -0.94219, -3.86857)  0.299
H (-5.97147, -2.43193, -4.30659)  0.302
H (-7.34467, -2.51002, -3.16193)  0.178
C (-7.91128, 1.74002, 4.65741)  -0.369
N (-9.22804, 2.41144, 4.49200)  0.918
O (-10.15952, 1.99626, 5.14837)  -0.562
O (-9.27643, 3.33270, 3.70635)  -0.526
H (-8.01748, 0.94256, 5.38373)  0.321
H (-7.62295, 1.34542, 3.68685)  -0.106
H (-7.20371, 2.48926, 5.00115)  0.295
C (6.60015, 0.60181, -4.45493)  -0.529
N (6.50653, 1.17783, -5.82192)  0.930
O (7.33290, 0.82710, -6.64177)  -0.547
O (5.61055, 1.96650, -6.02731)  -0.553
H (7.44380, -0.07727, -4.42237)  0.307
H (6.73971, 1.42505, -3.76543)  0.070
H (5.67086, 0.07615, -4.25391)  0.325
C (8.30269, -2.12310, 4.67016)  -0.850
N (7.57035, -1.28318, 3.68641)  0.893
O (7.99220, -1.24227, 2.54873)  -0.500
O (6.58902, -0.69247, 4.08919)  -0.488
H (9.14652, -2.58460, 4.17033)  0.256
H (8.63635, -1.46979, 5.47168)  0.311
H (7.61198, -2.87420, 5.03838)  0.436
C (-10.54355, -1.84645, -0.57013)  -0.748
N (-9.43609, -2.21223, -1.49094)  1.036
O (-9.47907, -1.78541, -2.62379)  -0.583
O (-8.54935, -2.91400, -1.04277)  -0.520
H (-11.24550, -1.22222, -1.10917)  0.303
H (-11.01086, -2.77105, -0.24211)  0.303
H (-10.10712, -1.30587, 0.26475)  0.327
C (-5.76823, -5.91541, -2.31150)  -0.301
N (-6.47010, -6.30191, -3.56481)  0.939
O (-6.89734, -5.40949, -4.26867)  -0.532
O (-6.56729, -7.48636, -3.79935)  -0.576
H (-5.75936, -4.83439, -2.23900)  -0.035
H (-6.31294, -6.35697, -1.48211)  0.281
H (-4.75775, -6.30966, -2.36872)  0.288
C (6.83143, -6.14637, 3.82644)  -0.696
N (7.62385, -5.89730, 5.06140)  0.860
O (7.63291, -4.76486, 5.51014)  -0.566
O (8.20767, -6.84024, 5.53652)  -0.511
H (6.36762, -5.21619, 3.51857)  0.281
H (7.51775, -6.51030, 3.06766)  0.294
H (6.08236, -6.89496, 4.06609)  0.286
C (10.13265, 2.77090, -4.80694)  -0.763
N (9.37988, 3.15676, -3.58159)  0.850
O (8.67987, 2.31219, -3.05893)  -0.485
O (9.51648, 4.29316, -3.18973)  -0.540
H (9.91222, 1.73467, -5.03716)  0.298
H (9.80595, 3.42551, -5.60956)  0.300
H (11.18912, 2.90864, -4.59676)  0.297
C (-3.47328, 4.95561, 0.15380)  -0.796
N (-4.86872, 4.47866, 0.33765)  0.943
O (-5.42865, 3.99727, -0.61966)  -0.480
O (-5.35043, 4.60656, 1.44691)  -0.527
H (-3.18170, 4.77523, -0.87419)  0.302
H (-3.45833, 6.01693, 0.38414)  0.301
H (-2.84557, 4.39646, 0.84195)  0.279

Calculated values
- LUMO (eV) = -1.368
- HOMO energy (eV) = -8.8345
- structure (SMILES) = O=C1C=C(CCCSC(=S)n2ccnc2)C(=O)C=C1CCCCl.C[N+](=O)[O-].C[N+](=O)[O-].C[N+](=O)[O-].C[N+](=O)[O-].C[N+](=O)[O-].C[N+](=O)[O-].C[N+](=O)[O-].C[N+](=O)[O-].C[N+](=O)[O-].C[N+](=O)[O-]
- total energy (a.u.) = -4586.80125